63
Properties=species:S:1:pos:R:3:mulliken_charge:R:1 method="wB97M-V/def2-TZVPD" total_charge=+1 spin_multiplicity=2 max_force_ha_per_bohr=0.07334 homo_energy_ev="-11.9 / -11.9" homo_lumo_gap_ev="8.71 / 3.54" s_squared=0.77 lumo_ha="-0.117 / -0.307"
C -2.90658 1.83610 -3.76386 0.79
Cl -4.14540 2.99470 -3.13563 -0.13
Cl -1.28872 2.61618 -3.90808 -0.08
Cl -3.44846 1.20314 -5.33922 -0.12
H -2.82769 0.91859 -3.18070 -0.47
C 0.56175 -0.21171 -5.51899 0.22
Cl 1.30731 -1.43517 -6.56797 -0.13
Cl 0.35034 1.27933 -6.55940 -0.13
Cl 1.63143 0.19298 -4.14760 -0.04
H -0.40342 -0.52298 -5.11944 0.08
C 3.98035 2.38523 -0.97991 0.25
Cl 5.27794 2.80597 -2.09184 -0.12
Cl 2.44055 2.24390 -1.79383 -0.07
Cl 3.80454 3.68059 0.27794 -0.15
H 4.22499 1.46189 -0.45482 0.12
C -0.68466 -2.20726 -2.32396 -0.32
O -1.26643 -1.35682 -2.95255 -0.55
N 0.26978 -1.94611 -1.39293 0.41
C 1.07504 -2.95543 -0.67137 -0.90
C 0.44785 -0.49321 -0.92170 -0.75
H -0.90435 -3.28587 -2.30081 0.45
H 2.10220 -2.72461 -0.95382 0.35
H 0.84545 -3.99110 -0.92192 0.40
H 1.00365 -2.79401 0.40424 0.23
H -0.14852 0.28924 -1.39100 0.32
H 0.32050 -0.47866 0.16074 0.01
H 1.47342 -0.12804 -0.97620 0.38
C 3.59879 0.31787 2.94173 0.02
O 3.49555 0.34188 1.68227 -0.57
N 2.67527 -0.33790 3.76726 0.24
C 2.84172 -0.22472 5.21953 -1.02
C 1.51590 -1.12537 3.36620 -1.00
H 4.42626 0.85731 3.42804 0.38
H 3.50868 0.59765 5.47835 0.35
H 3.17392 -1.15723 5.67580 0.32
H 1.88843 0.04324 5.67508 0.33
H 0.58547 -0.57172 3.49220 0.35
H 1.61027 -1.40067 2.31576 0.18
H 1.54078 -2.08359 3.88513 0.42
C -2.46210 -2.14688 1.80583 0.27
O -2.05151 -3.15948 2.34838 -0.40
N -3.07873 -2.18605 0.59061 0.29
C -3.49068 -0.98723 -0.15944 -0.64
C -3.29541 -3.45231 -0.11930 -0.72
H -2.34551 -1.10495 2.14198 0.41
H -4.57569 -0.96605 -0.26153 0.38
H -2.98212 -0.92329 -1.12140 0.30
H -3.28620 -0.08458 0.41633 0.10
H -2.35254 -3.70584 -0.60389 0.25
H -3.48696 -4.28766 0.55420 0.37
H -4.15235 -3.52747 -0.78869 0.38
C -0.51789 1.56208 2.25895 0.06
O -1.43919 0.83635 2.52348 -0.70
N -0.54652 2.49298 1.33276 0.29
C -1.62415 2.68531 0.38845 -0.49
C 0.54401 3.46839 1.23353 -0.90
H 0.41544 1.51648 2.84119 0.37
H -2.41648 3.31106 0.79926 0.37
H -2.04168 1.69445 0.20966 -0.24
H -1.30044 3.15271 -0.54151 0.35
H 0.87280 3.70427 0.22142 0.29
H 0.23063 4.36473 1.76876 0.35
H 1.42937 3.10936 1.75822 0.22

---

54
Properties=species:S:1:pos:R:3:mulliken_charge:R:1 method="wB97M-V/def2-TZVPD" total_charge=0 spin_multiplicity=3 max_force_ha_per_bohr=0.05814 homo_energy_ev="-4.8 / -7.5" homo_lumo_gap_ev="5.18 / 7.90" s_squared=2.01 lumo_ha="0.015 / 0.015"
P -2.63737 0.47933 0.67223 0.98
P -1.17846 0.92307 -2.09379 1.08
C -3.51483 1.37956 -0.64422 0.36
C -2.98845 1.07085 -2.04118 -0.42
H -3.50698 2.45748 -0.41925 0.45
H -4.54435 1.03889 -0.56296 -0.92
H -3.43660 0.15351 -2.45410 0.40
H -3.22828 1.88478 -2.72206 -0.73
C -0.47396 2.57610 -2.33340 -1.34
H 0.58985 2.42462 -2.56337 0.41
H -0.56170 3.15196 -1.40130 0.38
H -0.96156 3.10549 -3.15982 0.37
C -0.64289 -0.14439 -3.42362 -1.21
H -1.07324 0.17035 -4.38286 0.38
H -0.93757 -1.17461 -3.18684 0.37
H 0.45254 -0.07449 -3.45655 0.41
C -2.70715 1.35554 2.24241 -1.32
H -2.19643 0.72090 2.98107 0.40
H -3.74465 1.53115 2.55232 0.39
H -2.16504 2.30711 2.14667 0.36
C -3.35721 -1.16710 0.85047 -1.28
H -3.15158 -1.76429 -0.04951 0.40
H -4.43915 -1.11388 1.03059 0.38
H -2.86137 -1.63419 1.71377 0.39
Ni -0.73350 0.49178 -0.12430 -0.11
C -5.42064 2.03484 -3.70397 -0.19
C -4.85281 3.21955 -3.41745 -0.42
C -5.58630 4.37269 -2.81195 -0.82
C -6.65626 4.02160 -1.74047 -0.91
C -6.29478 2.92789 -0.77129 -0.29
C -6.59014 1.63031 -0.92253 -0.46
C -7.23242 1.03423 -2.13781 -0.73
C -6.87000 1.69158 -3.49890 -1.04
C 0.85560 -0.45468 1.74949 -1.07
H -4.83163 1.24234 -4.17935 0.53
H -3.82478 3.44725 -3.72597 0.55
H -6.07568 4.96643 -3.60475 0.30
H -4.85160 5.05367 -2.35916 0.37
H -6.83926 4.93795 -1.15351 0.44
H -7.60348 3.79978 -2.25037 0.34
H -5.79982 3.27356 0.14472 0.43
H -6.44612 0.92473 -0.09061 0.69
H -8.33185 1.04553 -2.02814 0.30
H -6.96342 -0.03198 -2.18712 0.36
H -7.15042 0.97413 -4.28976 0.43
H -7.51315 2.56831 -3.64962 0.38
H 1.98908 -2.17869 1.61489 0.44
H -0.05162 -1.02777 2.02784 0.28
H 1.71235 -0.39029 2.41380 0.69
O 3.63961 -0.55215 2.28041 -0.53
Cl 3.98534 -1.41515 1.14223 0.98
O 3.87046 -0.75212 -0.13652 -0.43
O 2.73842 -2.60832 1.12217 -0.54
O 0.93076 0.18157 0.65640 -0.67

---

50
Properties=species:S:1:pos:R:3:mulliken_charge:R:1 method="wB97M-V/def2-TZVPD" total_charge=0 spin_multiplicity=4 max_force_ha_per_bohr=0.08774 homo_energy_ev="-5.9 / -6.9" homo_lumo_gap_ev="5.89 / 6.82" s_squared=3.78 lumo_ha="-0.001 / -0.004"
P -0.35405 -1.97028 -0.55530 1.15
P 0.23351 1.54733 -1.02427 1.55
C -0.26234 -1.00944 -2.12300 -0.97
C 0.78965 0.06605 -2.06499 -1.51
H -1.28489 -0.66390 -2.39114 0.35
H -0.01740 -1.80211 -2.85821 0.69
H 1.68475 -0.35803 -1.63348 0.44
H 1.08987 0.39238 -3.04897 0.59
C -0.55969 2.55825 -2.40492 -1.51
H -0.83490 3.55098 -1.96631 0.37
H -1.46846 2.10235 -2.88065 0.31
H 0.19402 2.78138 -3.19029 0.52
C 1.81000 2.47224 -1.29347 -1.52
H 1.79517 2.82882 -2.31951 0.48
H 2.68069 1.84175 -1.15392 0.39
H 1.81631 3.33735 -0.63943 0.38
C -1.59825 -3.25914 -0.61459 -1.10
H -1.48852 -3.87445 0.32430 0.31
H -1.37576 -3.90702 -1.51241 0.38
H -2.65518 -2.87707 -0.74709 0.38
C 1.26674 -2.76226 -0.46083 -1.75
H 2.09018 -2.03430 -0.46589 0.64
H 1.38190 -3.31492 -1.40594 0.44
H 1.30851 -3.43078 0.46365 0.60
Co 0.64451 -2.41074 1.79344 -0.15
C -0.58190 2.75969 0.39536 -0.16
C -1.96331 2.39147 0.54095 -1.55
C -2.61809 1.27551 -0.12157 -0.56
C -2.15376 -0.07748 0.43498 -1.04
C -0.61832 -0.56843 0.58281 0.77
C 0.65697 0.34250 0.69866 0.29
C 0.88118 1.20963 1.86395 -1.22
C 0.19195 2.55767 1.79363 -0.92
C 2.36893 -3.28045 2.65178 -1.05
H -0.36239 3.80160 0.08476 0.80
H -2.53623 2.80980 1.35212 0.34
H -2.86129 1.31940 -1.22572 0.21
H -3.62814 1.33809 0.36088 0.45
H -2.38164 -0.18125 1.47379 0.78
H -2.86204 -0.78442 -0.03041 0.06
H -0.66064 -1.19095 1.59807 -0.85
H 1.57788 -0.05401 0.44012 0.79
H 1.92369 1.53541 1.68249 0.28
H 0.88170 0.67086 2.82880 0.17
H -0.51323 2.58814 2.62336 0.33
H 0.99494 3.32468 1.82754 0.36
H 2.97390 -2.46436 3.19334 0.22
H 2.88958 -3.75347 1.73867 0.27
H 2.00889 -4.00005 3.42973 0.24
I -0.49502 -1.37405 3.95507 -0.47

---

52
Properties=species:S:1:pos:R:3:mulliken_charge:R:1 method="wB97M-V/def2-TZVPD" total_charge=0 spin_multiplicity=4 max_force_ha_per_bohr=0.06201 homo_energy_ev="-5.6 / -5.1" homo_lumo_gap_ev="5.21 / 4.66" s_squared=3.91 lumo_ha="-0.015 / -0.015"
P -0.21811 -1.96969 -1.06330 1.35
P -0.20942 2.02077 -1.44964 0.65
C -0.70621 -0.72032 -2.29653 -1.55
C 0.09531 0.58293 -2.51518 -1.02
H -1.76615 -0.49777 -2.08244 0.52
H -0.69302 -1.29507 -3.24398 0.76
H 1.17434 0.37964 -2.62269 0.58
H -0.21903 0.96913 -3.50106 0.65
C -1.62026 2.92723 -2.12981 -1.35
H -1.75510 3.86371 -1.56373 0.43
H -2.54208 2.32820 -2.11026 0.38
H -1.36089 3.17504 -3.17087 0.51
C 1.14216 3.13986 -1.95024 -1.64
H 0.90092 3.48377 -2.95293 0.51
H 2.11094 2.63899 -1.98370 0.49
H 1.19473 3.99684 -1.27494 0.46
C -1.59769 -3.00506 -0.64813 -1.45
H -1.42101 -3.53474 0.29937 0.33
H -1.71209 -3.73754 -1.46340 0.45
H -2.51575 -2.40520 -0.56327 0.41
C 1.01661 -2.92841 -1.92237 -1.71
H 1.93472 -2.33969 -1.98753 0.48
H 0.62551 -3.13911 -2.91784 0.49
H 1.18265 -3.84806 -1.36096 0.42
Co -2.30737 -1.75874 3.20824 0.07
C 0.86377 2.48587 0.68613 -1.84
C -0.42371 1.93857 0.30008 1.15
C -0.95281 0.52216 0.67993 -0.99
C -0.08693 -0.60071 1.24316 -0.85
C 0.90878 -1.26211 0.24087 0.56
C 2.22990 -0.69295 0.02877 -1.69
C 2.53056 0.70586 -0.10544 -0.55
C 2.02528 1.68172 1.01304 -0.58
C -1.00031 -2.73801 4.41387 -1.09
H 0.90646 3.57176 0.81603 0.62
H -1.25384 2.64038 0.54159 1.07
H -1.46186 0.11152 -0.20448 0.15
H -1.78099 0.70558 1.39133 0.44
H 0.36894 -0.38993 2.24464 0.37
H -0.85533 -1.40504 1.44900 -0.17
H 1.07302 -2.28452 0.67829 0.64
H 3.03025 -1.43408 0.13446 0.41
H 2.29043 1.12512 -1.09411 -0.15
H 3.62003 0.73331 -0.06822 0.51
H 1.90524 1.14342 1.97302 0.22
H 2.86708 2.38274 1.14554 0.49
H -0.21706 -2.05394 4.77955 0.22
H -0.52232 -3.64522 4.00443 0.26
H -1.61432 -3.03513 5.27703 0.25
O -2.80318 0.09233 3.89838 -0.75
N -1.49687 0.18915 3.73094 0.68
O -0.88394 1.18543 4.06936 -0.60